Density functional theory data (the ωB97M-V functional and the def2-TZVPD basis) for C13H23I2OP2Pt as an isolated structure.

Summary:
<S²>: 6.030
Spin multiplicity: 5
Charge: +3
Highest occupied orbital energy (alpha / beta): -18.03 / -18.33 eV

```
42
Properties=species:S:1:pos:R:3:forces:R:3
I -2.6094 4.4266 -3.3939 -0.318 0.626 -0.249
I 0.0285 -0.4021 -3.4429 0.496 -1.321 -0.678
Pt -0.2505 0.3177 -0.6915 0.364 -0.425 1.917
P 1.8244 1.3979 -0.8557 1.043 0.225 0.429
C 1.9222 2.4861 -2.3085 -0.495 -0.228 -0.123
C 2.1433 2.4305 0.6160 -0.240 0.285 -0.261
H 3.1695 2.8354 0.5925 -0.412 -0.125 -0.028
H 4.1682 0.7088 -0.9024 -0.385 -0.155 -0.095
H 2.0098 1.8293 1.5250 0.082 0.231 -0.230
H 3.1135 -0.5307 -0.1489 0.070 0.169 -0.233
H 1.1387 3.2644 -2.2239 0.512 -0.265 -0.022
H 1.4124 3.2677 0.6079 0.491 -0.452 0.161
C 3.1952 0.1933 -0.9684 -0.208 0.044 -0.532
H 2.9100 2.9406 -2.3801 -0.041 0.059 -0.020
H 3.1099 -0.3328 -1.9470 0.176 0.274 0.700
H 1.7183 1.8750 -3.2097 0.282 0.464 0.430
P -2.2617 -0.8484 -0.4141 -0.805 -0.812 0.559
C -3.4709 -0.4853 -1.7289 0.477 0.390 0.038
C -1.9918 -2.6559 -0.4088 0.026 0.114 -0.555
H -2.3385 -0.5502 1.9951 -0.284 0.037 -0.215
H -3.9381 -1.0564 1.3533 0.320 0.271 -0.115
H -3.3713 0.6465 1.1183 0.149 -0.662 0.194
C -3.0558 -0.4186 1.1733 -0.130 0.349 -0.240
H -1.2117 -2.9096 0.3195 -0.222 0.017 -0.212
H -2.9225 -3.1857 -0.1432 0.318 0.242 -0.167
H -4.3779 -1.0705 -1.5837 -0.023 0.025 -0.045
H -3.0054 -0.7292 -2.6978 -0.323 0.017 0.283
H -1.6650 -2.9572 -1.4319 -0.207 0.081 0.755
H -3.7027 0.5983 -1.7022 -0.048 -0.623 -0.004
C -1.0355 1.3246 -2.1200 -0.752 1.362 -1.392
O -1.5822 2.0620 -2.8474 0.569 -0.824 1.559
C 1.3640 -1.8032 3.5720 0.186 -0.087 1.236
C 0.7017 -0.5916 3.5819 -1.316 2.420 0.087
C 0.2522 0.0056 2.3943 0.275 0.087 3.170
C 0.4802 -0.6391 1.1820 -0.898 0.971 -3.732
C 1.1407 -1.8525 1.1500 1.343 -2.290 0.878
C 1.5848 -2.4358 2.3514 0.004 -0.590 -3.009
H 1.7114 -2.2602 4.5038 -0.127 0.166 -0.305
H 0.5197 -0.0788 4.5408 0.114 -0.315 -0.574
H -0.2677 0.9635 2.4488 0.147 -0.269 -0.028
H 1.3371 -2.3910 0.2033 -0.171 0.439 0.658
H 2.1028 -3.3893 2.3213 -0.037 0.076 0.011
```
Forces are in eV/Å.